A cluster of 8 separate species, C28H62Cl2O24S7 in total at a distorted geometry. Source: the Open Molecules 2025 dataset; level of theory: ωB97M-V/def2-TZVPD.

Structure (XYZ):
```
123
Properties=species:S:1:pos:R:3
C -1.75 1.31 3.08
C -2.59 2.59 2.92
C -3.61 2.56 1.76
Cl -2.84 2.24 0.19
C -4.72 1.62 2.08
C -5.06 0.35 1.78
Cl -4.29 -0.80 0.81
C -6.33 0.02 2.50
O -7.15 -0.77 2.25
O -6.45 0.96 3.52
C -5.80 2.09 3.02
O -6.13 3.18 3.29
H -1.80 0.67 2.18
H -2.10 0.71 3.93
H -0.70 1.56 3.26
H -1.96 3.48 2.82
H -3.19 2.71 3.83
H -4.04 3.56 1.68
C -0.17 -6.53 -0.33
C -1.62 -6.96 -0.26
O -2.38 -6.23 0.74
S -2.77 -4.73 0.43
C -3.91 -4.48 1.74
O -3.44 -4.68 -0.84
O -1.65 -3.87 0.64
H -0.07 -5.51 -0.68
H 0.36 -7.19 -1.02
H 0.29 -6.60 0.65
H -2.12 -6.85 -1.23
H -1.71 -8.00 0.04
H -4.78 -5.11 1.60
H -4.16 -3.42 1.69
H -3.41 -4.70 2.68
C 1.44 1.95 -2.96
C 0.05 1.43 -2.66
O 0.03 0.00 -2.44
S 0.53 -0.55 -1.04
C 0.00 -2.21 -1.23
O -0.24 0.06 0.00
O 1.96 -0.53 -0.99
H 2.11 1.85 -2.11
H 1.38 3.00 -3.23
H 1.88 1.40 -3.80
H -0.40 1.93 -1.80
H -0.60 1.58 -3.52
H -1.08 -2.22 -1.27
H 0.35 -2.75 -0.35
H 0.44 -2.64 -2.13
C 1.30 2.62 0.73
C 2.22 3.12 1.82
O 2.09 4.54 2.08
S 0.80 5.02 2.84
C 1.33 6.66 3.20
O 0.66 4.27 4.05
O -0.31 5.08 1.94
H 0.25 2.70 1.02
H 1.51 1.57 0.53
H 1.44 3.21 -0.18
H 2.06 2.58 2.76
H 3.27 2.99 1.55
H 2.18 6.61 3.88
H 0.49 7.17 3.67
H 1.60 7.15 2.27
C 4.56 -0.22 -2.56
C 5.93 -0.85 -2.50
O 6.15 -1.84 -3.55
S 6.36 -1.30 -5.02
C 6.91 -2.81 -5.74
O 7.42 -0.34 -5.02
O 5.10 -0.95 -5.59
H 4.45 0.39 -3.46
H 4.42 0.42 -1.69
H 3.79 -0.98 -2.56
H 6.73 -0.11 -2.55
H 6.06 -1.41 -1.58
H 7.86 -3.09 -5.30
H 7.02 -2.61 -6.81
H 6.15 -3.57 -5.58
C 5.75 -3.83 3.39
C 4.45 -4.46 2.94
O 3.31 -3.58 3.09
S 3.16 -2.38 2.06
C 1.52 -1.91 2.49
O 3.18 -2.93 0.73
O 4.05 -1.33 2.42
H 6.03 -2.99 2.76
H 6.54 -4.57 3.35
H 5.66 -3.46 4.41
H 4.50 -4.79 1.90
H 4.20 -5.32 3.55
H 0.83 -2.72 2.23
H 1.28 -1.02 1.91
H 1.49 -1.69 3.55
C 4.82 1.25 -11.81
C 3.49 1.30 -11.09
O 3.28 0.17 -10.21
S 4.09 0.15 -8.83
C 3.21 -1.17 -8.08
O 3.84 1.38 -8.15
O 5.44 -0.26 -9.09
H 5.65 1.36 -11.12
H 4.86 2.06 -12.53
H 4.94 0.30 -12.33
H 3.37 2.22 -10.51
H 2.66 1.24 -11.79
H 2.19 -0.86 -7.91
H 3.72 -1.37 -7.14
H 3.26 -2.03 -8.73
C -7.62 4.02 5.81
C -8.96 4.26 6.48
O -9.34 3.18 7.38
S -8.60 3.09 8.77
C -9.67 1.92 9.52
O -8.70 4.35 9.44
O -7.31 2.49 8.60
H -6.81 4.04 6.53
H -7.44 4.79 5.06
H -7.61 3.05 5.32
H -8.98 5.20 7.03
H -9.76 4.28 5.74
H -10.66 2.37 9.63
H -9.24 1.68 10.49
H -9.71 1.03 8.89
```

Values from the calculation:
- E_tot (eV) = -180070.6719
- LUMO (eV) = -0.78
- energy above the lowest of the compared OMol25 structures with the same formula, charge and spin (kJ/mol) = 0.0
- HOMO-LUMO gap (eV) = 9.686
- E_HOMO (eV) = -10.467
- total charge = 0

***

A structure of composition C28H64Li4N10O14 at a distorted geometry. Source: the Open Molecules 2025 dataset; level of theory: ωB97M-V/def2-TZVPD.

Structure (XYZ):
```
120
Properties=species:S:1:pos:R:3
Li -0.09 4.13 -2.75
Li 3.19 3.61 -3.72
Li 0.20 3.85 0.36
Li -1.97 -3.23 -0.04
C -0.16 0.71 -0.99
C -0.27 -0.59 -1.35
C 0.41 -0.97 -2.70
O 0.21 -2.12 -3.19
C 1.30 -0.20 -3.32
C 1.56 1.16 -2.84
C 0.76 1.66 -1.66
O 0.88 2.83 -1.39
O 2.49 1.80 -3.38
O -0.98 -1.32 -0.55
H -0.55 1.03 -0.04
H 1.80 -0.38 -4.26
C -3.90 -2.71 -3.53
O -3.86 -3.73 -4.24
N -4.99 -2.05 -3.16
N -2.88 -2.04 -3.12
H -5.86 -2.42 -3.51
H -4.96 -1.13 -2.73
H -1.94 -2.37 -3.32
H -3.05 -1.25 -2.52
C -2.01 -5.31 -2.24
O -1.94 -4.75 -1.17
N -2.85 -6.26 -2.60
N -1.14 -5.12 -3.15
H -2.79 -6.50 -3.57
H -3.58 -6.64 -2.01
H -0.41 -4.42 -3.17
H -1.37 -5.54 -4.04
C 3.98 -3.42 -2.71
O 5.02 -3.99 -2.75
N 3.54 -2.74 -3.72
N 3.13 -3.54 -1.71
H 2.62 -2.33 -3.64
H 4.18 -2.80 -4.50
H 2.29 -2.97 -1.68
H 3.41 -3.98 -0.84
C -0.73 -0.96 -6.75
O -1.03 -1.00 -7.94
N -0.82 -2.04 -6.05
N -0.31 0.05 -6.14
H -0.53 -2.19 -5.09
H -1.23 -2.81 -6.57
H -0.21 0.95 -6.60
H -0.18 -0.15 -5.16
C 1.76 0.05 2.12
C 3.14 -0.16 1.36
C 3.54 1.26 0.72
C 4.10 2.24 1.66
C 5.28 1.64 2.55
C 4.82 0.33 3.30
N 4.30 -0.62 2.32
O 3.98 -1.88 2.89
C 6.14 -0.32 3.87
C 3.92 0.62 4.45
C 3.08 -1.21 0.22
H 1.04 0.03 1.30
H 1.70 0.97 2.70
H 1.50 -0.81 2.73
H 4.27 1.12 -0.07
H 2.62 1.65 0.29
H 3.29 2.65 2.27
H 4.57 3.09 1.17
H 5.54 2.40 3.29
H 6.14 1.44 1.92
H 6.50 0.48 4.52
H 5.88 -1.18 4.49
H 6.92 -0.62 3.17
H 4.41 1.24 5.21
H 2.99 1.15 4.23
H 3.60 -0.25 5.01
H 3.94 -1.18 -0.46
H 2.10 -1.13 -0.25
H 3.10 -2.18 0.71
H 4.68 -2.43 2.53
C -4.09 0.22 4.70
C -3.39 0.70 3.38
C -4.36 0.36 2.20
C -5.59 1.23 2.07
C -5.21 2.64 1.79
C -4.20 3.21 2.89
N -3.10 2.18 3.26
O -2.11 2.63 4.18
C -3.57 4.42 2.19
C -4.94 3.57 4.16
C -2.08 -0.14 3.24
H -4.98 0.80 4.97
H -3.45 0.34 5.57
H -4.40 -0.82 4.59
H -3.77 0.37 1.29
H -4.60 -0.70 2.22
H -6.17 1.18 2.99
H -6.21 0.73 1.32
H -6.05 3.28 1.53
H -4.67 2.63 0.84
H -2.70 4.76 2.76
H -3.27 4.20 1.17
H -4.31 5.19 1.98
H -5.61 2.76 4.44
H -4.19 3.68 4.94
H -5.49 4.51 4.17
H -1.62 -0.18 4.22
H -1.40 0.28 2.50
H -2.31 -1.19 3.05
H -2.56 2.47 5.01
O 4.78 3.18 -2.07
H 5.72 3.02 -2.15
H 4.72 3.96 -1.52
O -0.46 3.34 2.09
H -1.07 2.65 2.36
H 0.00 3.58 2.90
O -3.39 0.19 -1.18
H -3.25 0.76 -1.93
H -2.50 -0.02 -0.88
O 4.57 -0.01 -3.36
H 3.94 0.67 -3.16
H 4.11 -0.83 -3.16
```

Values from the calculation:
- E_tot (eV) = -74449.0649
- LUMO (eV) = -8.15
- energy above the lowest of the compared OMol25 structures with the same formula, charge and spin (kJ/mol) = 528.4
- HOMO-LUMO gap (eV) = 4.066
- E_HOMO (eV) = -12.213
- total charge = +2